Entry 1:
228
Properties=species:S:1:pos:R:3 method="wB97M-V/def2-TZVPD" e_above_lowest_kj_mol=433.7 e_homo_ha=-0.382
C 1.315 -1.184 2.179
O 0.291 -1.360 1.166
C 0.382 -0.538 0.050
O 1.302 0.266 -0.141
O -0.559 -0.810 -0.780
C -0.792 -0.166 -2.030
H 1.090 -1.932 2.939
H 1.238 -0.197 2.634
H 2.330 -1.431 1.869
H 0.100 -0.068 -2.648
H -1.285 0.778 -1.796
H -1.412 -0.904 -2.538
C -3.979 -5.635 -4.016
O -3.435 -4.816 -5.104
C -2.573 -3.829 -4.838
O -2.146 -3.550 -3.735
O -2.256 -3.251 -5.955
C -1.030 -2.484 -6.053
H -4.677 -4.949 -3.536
H -3.284 -6.063 -3.293
H -4.426 -6.549 -4.410
H -1.293 -1.486 -6.402
H -0.453 -2.907 -6.876
H -0.468 -2.196 -5.164
C 4.502 7.788 1.101
O 3.504 7.100 0.303
C 2.842 6.086 0.916
O 2.882 5.796 2.121
O 2.174 5.355 -0.026
C 1.562 4.101 0.241
H 4.843 8.670 0.557
H 5.366 7.289 1.539
H 4.106 8.237 2.011
H 1.796 3.819 1.268
H 1.989 3.350 -0.424
H 0.485 4.073 0.073
C -5.079 1.274 -3.261
O -4.939 1.167 -4.693
C -5.036 -0.141 -5.177
O -5.189 -1.116 -4.389
O -4.898 -0.185 -6.496
C -4.673 -1.370 -7.161
H -5.752 0.540 -2.817
H -5.477 2.267 -3.049
H -4.147 1.122 -2.718
H -3.881 -1.975 -6.721
H -4.465 -1.066 -8.187
H -5.520 -2.035 -7.332
C 4.268 2.592 -0.015
O 4.843 2.954 1.225
C 5.727 3.987 1.300
O 6.097 4.606 0.278
O 6.131 4.154 2.587
C 6.926 5.263 2.950
H 3.841 3.481 -0.477
H 3.466 1.855 0.022
H 5.119 2.195 -0.569
H 6.294 6.143 3.061
H 7.858 5.468 2.423
H 7.472 5.067 3.873
C -2.498 4.348 2.582
O -1.623 5.443 2.442
C -1.028 6.110 3.546
O -1.150 5.784 4.745
O -0.348 7.060 3.099
C 0.506 7.724 3.971
H -1.826 3.570 2.944
H -2.989 3.967 1.687
H -3.265 4.636 3.300
H 1.410 7.134 4.122
H -0.025 7.897 4.907
H 0.683 8.723 3.574
C 2.280 -0.244 7.068
O 2.543 -1.580 7.418
C 2.435 -2.680 6.609
O 2.220 -2.664 5.380
O 2.754 -3.720 7.357
C 2.585 -4.983 6.830
H 2.997 0.045 6.299
H 2.459 0.407 7.924
H 1.236 -0.089 6.794
H 1.583 -5.141 6.433
H 2.676 -5.790 7.557
H 3.255 -5.184 5.994
C -3.982 -2.290 -1.082
O -3.355 -2.684 0.157
C -3.849 -3.668 0.854
O -4.820 -4.374 0.598
O -3.110 -3.899 1.978
C -3.623 -4.834 2.895
H -3.461 -1.453 -1.547
H -4.932 -1.898 -0.718
H -4.063 -3.165 -1.727
H -4.676 -4.645 3.102
H -3.109 -4.701 3.846
H -3.618 -5.833 2.461
C 4.820 -3.386 2.497
O 4.945 -2.035 2.802
C 5.581 -1.669 3.971
O 6.077 -2.464 4.793
O 5.523 -0.247 4.163
C 4.626 0.487 3.324
H 5.622 -3.727 1.843
H 3.926 -3.614 1.917
H 4.598 -4.038 3.342
H 3.615 0.113 3.490
H 4.810 0.623 2.258
H 4.620 1.516 3.682
C -5.083 5.061 -2.878
O -4.641 5.527 -4.109
C -5.501 6.155 -4.874
O -6.727 6.123 -4.738
O -4.870 6.599 -5.955
C -5.487 6.992 -7.169
H -5.667 4.151 -3.014
H -5.689 5.774 -2.319
H -4.277 4.700 -2.239
H -4.647 7.282 -7.800
H -6.250 7.770 -7.121
H -5.799 6.026 -7.566
C -4.502 0.736 1.025
O -5.368 1.376 0.110
C -6.376 2.103 0.534
O -6.686 2.486 1.659
O -7.002 2.434 -0.557
C -8.201 3.081 -0.446
H -4.105 1.422 1.774
H -3.686 0.171 0.575
H -5.112 -0.007 1.537
H -8.201 3.697 -1.346
H -8.376 3.756 0.392
H -9.034 2.384 -0.540
C -2.774 2.790 -1.020
O -2.076 3.327 -2.184
C -1.395 4.455 -2.282
O -0.786 4.884 -3.272
O -1.491 5.134 -1.108
C -1.123 6.498 -0.928
H -3.572 3.444 -0.667
H -1.967 2.579 -0.319
H -3.260 1.822 -1.144
H -1.178 7.090 -1.841
H -0.055 6.581 -0.725
H -1.871 6.940 -0.270
C 3.851 -0.938 -0.432
O 5.022 -1.711 -0.697
C 6.208 -1.282 -0.261
O 6.441 -0.318 0.468
O 7.151 -1.866 -1.007
C 8.548 -1.489 -0.870
H 3.742 -0.189 -1.216
H 3.811 -0.546 0.585
H 3.009 -1.615 -0.576
H 9.122 -2.325 -1.268
H 8.912 -1.243 0.128
H 8.745 -0.708 -1.605
C -3.752 -3.738 7.966
O -3.378 -4.878 7.225
C -2.065 -5.122 7.011
O -1.070 -4.483 7.326
O -1.973 -6.313 6.256
C -0.634 -6.788 5.945
H -3.454 -2.884 7.359
H -3.241 -3.705 8.928
H -4.841 -3.707 7.935
H -0.794 -7.668 5.323
H -0.141 -7.230 6.811
H 0.043 -6.042 5.528
C 0.550 -4.625 2.897
O 0.614 -6.061 2.998
C -0.121 -6.843 2.210
O -0.972 -6.432 1.396
O 0.129 -8.087 2.650
C -0.388 -9.244 1.974
H 1.357 -4.149 3.454
H -0.370 -4.198 3.297
H 0.434 -4.263 1.876
H -0.418 -10.134 2.602
H 0.476 -9.400 1.328
H -1.329 -8.974 1.495
C -3.105 -0.750 3.653
O -1.931 -0.236 4.125
C -1.194 0.728 3.448
O -1.412 1.007 2.224
O -0.307 1.219 4.391
C 0.529 2.314 3.957
H -3.899 -0.104 4.028
H -3.296 -1.721 4.110
H -3.154 -0.864 2.570
H 0.050 3.287 4.061
H 1.038 2.129 3.011
H 1.382 2.184 4.623
C -0.478 1.557 -7.457
O 0.019 2.418 -6.286
C 0.253 1.791 -5.150
O -0.112 0.639 -4.859
O 1.038 2.533 -4.399
C 1.556 2.183 -3.079
H -1.347 0.963 -7.176
H 0.303 0.830 -7.678
H -0.802 2.163 -8.303
H 2.272 1.401 -3.329
H 0.694 1.957 -2.451
H 2.040 3.054 -2.636
C 4.138 0.505 -8.066
O 4.206 -0.070 -6.785
C 3.093 -0.810 -6.263
O 1.982 -0.864 -6.859
O 3.401 -1.304 -5.095
C 2.406 -1.783 -4.235
H 5.157 0.835 -8.272
H 3.726 1.514 -8.042
H 3.754 -0.200 -8.802
H 1.551 -1.129 -4.064
H 2.816 -1.936 -3.237
H 2.041 -2.717 -4.664
C 5.248 -5.783 -1.509
O 4.137 -5.147 -2.039
C 3.243 -4.451 -1.328
O 3.225 -4.300 -0.120
O 2.204 -4.264 -2.213
C 0.883 -3.789 -1.851
H 5.786 -5.092 -0.860
H 5.916 -5.928 -2.357
H 4.924 -6.743 -1.106
H 0.065 -4.446 -2.146
H 0.626 -2.812 -2.259
H 0.899 -3.653 -0.769

=====

Entry 2:
20
Properties=species:S:1:pos:R:3 method="wB97M-V/def2-TZVPD" total_charge=+1 e_above_lowest_kj_mol=353.9 e_homo_ha="-0.459 / -0.459"
C 0.685 1.964 0.255
N 1.698 1.258 0.280
P 2.786 0.180 -0.193
C 1.948 -1.488 0.086
C 0.706 -1.343 -0.321
C -0.424 -2.137 -0.098
C -1.699 -1.581 -0.048
C -1.989 -0.190 -0.021
N -1.407 0.750 -0.739
C -0.856 1.952 -0.205
H 1.015 2.882 0.734
H 3.628 0.265 1.040
H 2.310 -2.239 0.755
H 0.368 -0.427 -0.992
H -0.224 -3.167 0.344
H -2.462 -2.269 0.160
H -2.679 0.241 0.671
H -0.992 0.419 -1.612
H -1.434 2.079 0.781
H -0.978 2.850 -0.876

=====

Entry 3:
21
Properties=species:S:1:pos:R:3 method="wB97M-V/def2-TZVPD" e_above_lowest_kj_mol=345.1 e_homo_ha=-0.315
C -2.168 0.691 1.081
C -1.366 0.820 -0.171
C -1.907 0.114 -1.366
C -0.214 1.475 -0.230
C 0.783 2.216 -0.032
O 1.769 2.862 0.002
H -1.753 1.282 1.892
H -3.198 0.996 0.900
H -2.178 -0.359 1.377
H -1.895 -0.958 -1.171
H -2.940 0.407 -1.549
H -1.310 0.321 -2.249
H 0.406 -2.273 -0.567
N 0.314 -1.650 0.234
C 1.305 -0.902 0.393
O 2.398 -0.915 -0.383
C 3.472 -0.066 -0.026
H 1.318 -0.217 1.239
H 3.749 -0.208 1.022
H 3.215 0.982 -0.193
H 4.308 -0.342 -0.664

=====

Entry 4:
20
Properties=species:S:1:pos:R:3 method="wB97M-V/def2-TZVPD" e_above_lowest_kj_mol=835.0 e_homo_ha=-0.265
O -1.021 -2.017 -0.536
C -0.084 -1.469 -1.128
C -0.337 -0.622 -2.240
C 0.450 -1.643 2.274
C 0.827 -0.387 2.482
C -1.043 1.694 0.036
N 0.185 2.361 0.209
N 0.579 0.387 -2.618
H 0.938 -1.870 -1.002
H -1.309 -0.517 -2.717
H 0.440 -2.339 3.106
H 0.227 -2.004 1.276
H 1.072 -0.030 3.475
H 0.687 0.409 1.758
H -1.733 2.317 -0.567
H -0.769 0.843 -0.622
H -1.606 1.260 0.873
H 0.192 2.826 1.122
H 1.194 0.103 -3.373
H 1.114 0.699 -1.806

=====

Entry 5:
82
Properties=species:S:1:pos:R:3 method="wB97M-V/def2-TZVPD" total_charge=-2 e_homo_ha=-0.037
Ca -0.611 0.390 1.944
O 2.760 -0.476 -0.862
C 1.582 -0.350 -0.251
O 1.408 0.526 0.585
C 0.547 -1.322 -0.715
C 1.130 -2.734 -1.049
C 0.122 -3.796 -0.755
C -1.010 -3.584 -0.083
C -1.251 -2.276 0.513
N -0.519 -1.261 0.259
C -2.406 -2.084 1.529
O -3.134 -3.058 1.709
O -2.469 -0.934 2.068
H 3.364 0.154 -0.440
H 2.040 -2.945 -0.476
H 0.358 -4.780 -1.145
H -1.736 -4.360 0.111
C -0.244 2.226 5.908
C -0.917 2.926 4.781
N -0.925 2.534 3.526
C -1.656 3.471 2.831
C -2.087 4.449 3.689
N -1.602 4.081 4.920
C -2.868 5.701 3.577
O -3.291 6.030 2.389
O -3.044 6.383 4.574
C -1.875 3.323 1.346
O -2.537 4.219 0.769
O -1.357 2.309 0.837
H 0.454 1.500 5.501
H -0.968 1.693 6.528
H 0.299 2.930 6.539
H -1.758 4.626 5.752
H -3.005 5.311 1.682
Cl 6.090 -0.746 1.352
C 4.519 -0.849 2.136
C 3.657 -1.897 1.841
C 2.407 -1.957 2.421
C 1.945 -0.971 3.344
C 0.640 -0.972 3.882
C 2.903 0.031 3.674
C 4.140 0.107 3.068
H 3.962 -2.660 1.134
H 1.748 -2.780 2.161
H 0.477 -0.429 4.808
H 0.027 -1.865 3.779
H 2.635 0.791 4.402
H 4.822 0.910 3.324
C 1.158 -4.925 -3.731
C 2.005 -4.076 -3.100
C 1.522 -2.748 -2.592
C 0.293 -2.262 -3.359
C -0.546 -3.231 -3.903
C -0.182 -4.561 -4.062
Si -0.184 -0.759 -2.504
C 0.767 0.808 -2.962
C 1.766 0.777 -3.935
C 2.495 1.916 -4.249
C 2.234 3.110 -3.588
C 1.240 3.160 -2.619
C 0.511 2.018 -2.311
C -2.001 -0.272 -2.550
C -2.838 0.121 -1.506
C -4.157 0.489 -1.742
C -4.672 0.472 -3.029
C -3.857 0.089 -4.087
C -2.540 -0.273 -3.846
H 1.532 -5.902 -4.033
H 3.039 -4.363 -2.933
H 2.337 -2.022 -2.657
H -1.533 -2.926 -4.249
H -0.844 -5.266 -4.550
H 1.964 -0.161 -4.447
H 3.271 1.873 -5.007
H 2.804 4.000 -3.828
H 1.028 4.087 -2.099
H -0.261 2.079 -1.548
H -2.476 0.150 -0.489
H -4.776 0.793 -0.907
H -5.702 0.760 -3.208
H -4.245 0.074 -5.099
H -1.913 -0.564 -4.684

=====

Entry 6:
11
Properties=species:S:1:pos:R:3 method="wB97M-V/def2-TZVPD" smiles="NC(=O)/C(F)=C/O" e_above_lowest_kj_mol=137.8 e_homo_ha=-0.349
N -0.304 -2.133 0.036
C -0.717 -0.910 0.427
O -1.398 -0.607 1.345
C 0.291 0.261 -0.388
F 0.974 -0.300 -1.402
C 0.240 1.458 0.063
O 0.889 2.538 -0.433
H 0.353 -2.080 -0.827
H -0.967 -2.917 0.053
H -0.453 1.467 0.887
H 1.091 3.224 0.239